{
  "formula": "C42H72NO19P3Si",
  "method": "ωB97M-V with the def2-TZVPD basis set",
  "homo_ev": -8.832,
  "charge": 0,
  "orbital_gap_ev": 8.1,
  "total_energy_ha": -4441.59923,
  "elements": ["C", "O", "C", "C", "C", "C", "C", "C", "C", "C", "C", "C", "C", "C", "C", "C", "C", "O", "O", "C", "C", "N", "C", "Si", "C", "C", "C", "C", "O", "C", "O", "C", "O", "C", "C", "C", "C", "C", "C", "C", "C", "O", "H", "H", "H", "H", "H", "H", "H", "H", "H", "H", "H", "H", "H", "H", "H", "H", "H", "H", "H", "H", "H", "H", "H", "H", "H", "H", "H", "H", "H", "H", "H", "H", "H", "H", "H", "H", "H", "H", "H", "H", "H", "H", "H", "H", "H", "C", "O", "P", "O", "O", "C", "O", "C", "H", "H", "H", "H", "H", "H", "H", "H", "H", "C", "O", "P", "O", "O", "C", "O", "C", "H", "H", "H", "H", "H", "H", "H", "H", "H", "C", "O", "P", "O", "O", "C", "O", "C", "H", "H", "H", "H", "H", "H", "H", "H", "H"],
  "coordinates": [[3.504, -1.526, -0.622], [4.391, -0.416, -0.445], [5.111, -0.128, -1.627], [4.326, 0.797, -2.563], [4.182, 2.202, -1.929], [2.861, 2.880, -2.395], [3.079, 3.806, -3.614], [2.023, 4.931, -3.746], [0.600, 4.495, -3.333], [-0.432, 4.863, -4.432], [-1.845, 5.179, -3.906], [-2.766, 3.934, -3.693], [-2.068, 2.587, -3.868], [-1.596, 1.989, -2.720], [-0.966, 0.741, -2.751], [-0.839, 0.136, -3.970], [-0.195, -1.242, -3.988], [-1.282, -2.175, -3.879], [-0.757, -3.469, -3.720], [-1.309, 0.729, -5.138], [-1.108, -0.104, -6.388], [0.331, -0.111, -6.830], [-1.920, 1.984, -5.137], [-2.499, 2.735, -6.796], [-3.873, 1.580, -7.452], [-3.035, 4.529, -6.816], [-1.104, 2.647, -8.091], [-0.514, 0.150, -1.443], [0.516, -0.459, -1.242], [-1.447, 0.434, -0.281], [-1.638, -0.585, 0.620], [-1.433, -0.231, 1.945], [-2.169, 0.505, 2.566], [-0.260, -0.854, 2.649], [0.222, -2.106, 2.347], [1.270, -2.623, 3.065], [1.838, -1.908, 4.093], [1.352, -0.647, 4.371], [0.309, -0.113, 3.667], [-2.019, 1.623, -0.245], [-1.732, 2.622, -1.340], [-1.589, 3.803, -1.105], [3.860, -2.409, -0.086], [2.531, -1.219, -0.223], [3.377, -1.794, -1.677], [6.069, 0.333, -1.357], [5.359, -1.057, -2.168], [3.349, 0.360, -2.796], [4.910, 0.904, -3.487], [4.129, 2.119, -0.841], [5.009, 2.828, -2.275], [2.410, 3.487, -1.602], [2.162, 2.097, -2.712], [3.117, 3.253, -4.563], [4.060, 4.296, -3.532], [2.300, 5.799, -3.134], [2.064, 5.289, -4.782], [0.292, 4.928, -2.377], [0.526, 3.410, -3.203], [-0.394, 4.083, -5.202], [-0.065, 5.778, -4.922], [-2.328, 5.830, -4.639], [-1.752, 5.733, -2.969], [-3.640, 3.918, -4.353], [-3.195, 4.030, -2.695], [0.548, -1.370, -3.201], [0.307, -1.449, -4.941], [-0.435, -3.766, -4.586], [-1.758, 0.169, -7.223], [-1.341, -1.151, -6.164], [0.312, -0.012, -7.842], [0.712, 0.778, -6.508], [-4.118, 0.790, -6.734], [-3.518, 1.068, -8.355], [-4.780, 2.134, -7.718], [-2.188, 5.160, -6.533], [-3.949, 4.773, -6.272], [-3.231, 4.781, -7.870], [-0.379, 1.861, -7.897], [-0.550, 3.594, -7.975], [-1.497, 2.653, -9.110], [-0.211, -2.702, 1.549], [1.666, -3.618, 2.879], [2.649, -2.305, 4.693], [1.771, -0.066, 5.189], [-0.097, 0.866, 3.890], [-2.716, 1.896, 0.541], [4.152, -7.275, -2.223], [2.785, -6.901, -2.024], [2.475, -5.970, -0.781], [3.293, -4.770, -0.660], [2.590, -6.941, 0.480], [1.940, -8.213, 0.435], [0.921, -5.726, -0.954], [0.294, -4.863, 0.002], [4.166, -8.194, -2.804], [4.673, -6.492, -2.771], [4.656, -7.452, -1.271], [2.641, -8.966, 0.073], [1.062, -8.197, -0.211], [1.631, -8.472, 1.445], [0.600, -5.121, 1.018], [-0.781, -4.992, -0.087], [0.552, -3.825, -0.207], [-6.731, -2.430, 6.256], [-5.682, -2.910, 5.410], [-4.235, -2.998, 6.050], [-4.144, -3.702, 7.325], [-3.732, -1.491, 6.125], [-3.888, -0.650, 4.975], [-3.410, -3.629, 4.853], [-2.025, -3.896, 5.100], [-7.519, -2.035, 5.620], [-7.125, -3.249, 6.856], [-6.375, -1.634, 6.913], [-4.827, -0.101, 5.050], [-3.878, -1.225, 4.049], [-3.063, 0.057, 4.957], [-1.542, -3.041, 5.578], [-1.545, -4.079, 4.142], [-1.923, -4.778, 5.731], [1.433, 4.370, 8.394], [1.875, 3.305, 9.244], [1.339, 1.855, 8.906], [1.494, 1.423, 7.521], [-0.178, 1.866, 9.394], [-0.486, 2.391, 10.687], [2.095, 0.981, 9.988], [1.868, -0.432, 9.943], [1.516, 5.299, 8.953], [2.065, 4.422, 7.509], [0.393, 4.230, 8.094], [-0.741, 3.448, 10.598], [0.348, 2.277, 11.380], [-1.345, 1.850, 11.077], [0.804, -0.653, 9.848], [2.235, -0.859, 10.872], [2.410, -0.870, 9.106]],
  "atomic_forces_ev_per_a": [[-0.35, 0.27, 0.47], [0.19, -0.30, -0.43], [0.04, -0.16, -0.49], [0.83, 0.46, 0.52], [-1.39, -0.25, -0.56], [0.72, 0.31, -0.73], [0.00, 0.58, 0.08], [0.17, -0.40, 0.31], [-0.51, -0.09, -0.93], [0.41, 0.81, 0.51], [-0.13, -0.58, -0.67], [-0.09, -0.02, -0.12], [-0.53, 1.26, 0.10], [0.13, -0.10, 1.17], [-0.26, 0.78, 0.42], [1.05, -1.44, 0.25], [0.18, -0.26, -0.86], [-0.20, 0.45, 0.01], [0.39, -0.69, 0.54], [-0.07, -0.38, -0.73], [0.50, -0.66, -0.43], [-0.72, 0.75, 0.04], [0.13, 0.06, 0.46], [-0.25, -0.75, -0.80], [0.14, 0.09, 0.12], [0.01, -0.05, -0.58], [0.11, 1.09, 0.83], [0.32, -0.49, 0.67], [-0.65, 0.25, -0.34], [-0.29, -0.19, -0.88], [0.76, 0.29, 0.18], [-0.34, 0.30, 1.93], [0.44, -0.47, -1.45], [-0.84, 0.40, -0.95], [-0.23, -0.57, -0.87], [0.65, -1.04, 0.33], [0.12, 0.28, 0.25], [0.64, 0.58, 1.14], [-0.49, 0.36, -0.09], [-0.55, 0.69, 0.03], [0.30, -0.32, -0.07], [-0.31, -0.60, -0.01], [0.07, 0.13, -0.08], [0.16, -0.26, -0.09], [0.02, 0.08, 0.10], [-0.21, 0.05, 0.13], [-0.02, 0.06, 0.20], [0.12, 0.00, 0.05], [-0.27, -0.20, -0.05], [0.39, -0.05, -0.12], [0.11, -0.06, 0.52], [0.04, -0.24, 0.03], [-0.13, 0.14, 0.45], [-0.07, -0.18, 0.26], [-0.10, -0.16, 0.03], [0.11, -0.22, -0.02], [-0.27, -0.05, 0.12], [0.15, 0.05, -0.16], [0.26, 0.19, 0.10], [-0.23, 0.12, 0.03], [-0.10, -0.11, 0.05], [-0.03, 0.06, 0.30], [-0.02, -0.13, -0.10], [0.29, 0.29, -0.11], [0.08, -0.26, -0.12], [-0.37, -0.06, 0.09], [0.04, 0.27, 0.17], [-0.21, 0.40, -0.15], [-0.01, 0.23, 0.30], [-0.27, 0.24, 0.06], [0.27, -0.27, 0.05], [0.30, -0.20, -0.02], [-0.13, 0.22, -0.03], [-0.08, 0.17, 0.06], [0.06, -0.14, 0.10], [-0.27, 0.03, 0.15], [0.25, 0.05, 0.13], [0.02, -0.20, 0.12], [-0.19, -0.02, -0.38], [0.01, -0.20, -0.13], [0.03, -0.29, 0.12], [-0.06, 0.26, 0.06], [-0.19, 0.07, -0.27], [-0.04, -0.07, -0.16], [0.01, -0.08, -0.10], [0.12, -0.07, 0.07], [0.30, 0.17, 0.03], [0.23, -0.01, -0.07], [-0.43, -0.04, -0.04], [-0.08, 0.06, 0.01], [0.16, -0.04, 0.27], [0.12, 0.24, 0.05], [-0.05, -0.21, 0.02], [0.04, -0.34, -0.27], [-0.07, 0.21, 0.05], [-0.13, 0.02, -0.01], [0.00, 0.03, 0.07], [0.00, 0.04, 0.00], [-0.02, 0.01, -0.03], [0.02, 0.04, -0.01], [0.06, 0.08, 0.02], [0.03, -0.01, 0.00], [0.03, -0.08, -0.12], [0.07, -0.03, -0.03], [-0.18, 0.02, 0.15], [0.19, -0.09, -0.37], [0.07, 0.05, 0.03], [0.11, 0.17, 0.17], [-0.02, -0.17, 0.27], [0.00, 0.23, -0.12], [-0.35, 0.01, -0.25], [0.21, -0.08, 0.09], [0.08, -0.05, -0.10], [0.06, 0.02, 0.04], [0.01, -0.03, 0.01], [-0.02, -0.05, -0.01], [0.01, -0.03, 0.03], [0.03, -0.06, 0.07], [0.00, 0.00, 0.00], [-0.12, 0.04, -0.06], [-0.03, 0.05, 0.05], [-0.03, 0.17, -0.18], [0.17, -0.19, 0.36], [-0.08, -0.01, 0.01], [-0.24, -0.10, -0.17], [0.04, -0.11, -0.26], [-0.10, 0.10, 0.16], [0.14, 0.39, 0.17], [-0.01, -0.26, -0.06], [0.06, -0.08, 0.09], [-0.04, -0.05, -0.02], [0.02, -0.03, -0.02], [0.03, 0.00, 0.01], [0.02, -0.01, -0.04], [0.00, -0.04, -0.10], [0.01, 0.01, -0.03], [0.04, 0.14, 0.03], [-0.05, 0.03, -0.03]]
}